Entry 1:
The following is a DFT calculation (the ωB97M-V functional and the def2-TZVPD basis) of a molecular structure, C37H28F20GeN2O2PtSTe.

The LUMO energy comes out at -0.3404 eV. Its energy above the lowest of the compared OMol25 structures with the same formula, charge and spin is 0.000 eV. The calculation puts the gap between HOMO and LUMO at 8.21 eV. Its HOMO energy is -8.547 eV.

Geometry as ORCA input:
```
! wB97M-V def2-TZVPD RIJCOSX def2/J DEFGRID3
* xyz 0 1
Pt 0.1376 -1.6644 -0.2139
C 7.0886 -1.0848 0.9771
C 6.6509 -0.1514 -0.1612
C 6.7716 1.2944 0.3180
C 7.5724 -0.3452 -1.3722
C 5.2207 -0.5091 -0.5491
C 4.9246 -1.7673 -1.0725
C 3.6135 -2.0999 -1.3510
N 2.5949 -1.2662 -1.1620
C 2.8612 -0.0638 -0.6784
C 4.1514 0.3506 -0.3571
C 1.7022 0.8296 -0.3841
C 1.8675 2.2012 -0.3788
C 0.8511 3.0625 0.0169
C -0.3369 2.4723 0.4166
C -0.4720 1.0993 0.3599
N 0.5069 0.2890 -0.0515
C 1.0834 4.5671 0.0577
C 1.9493 4.8726 1.2901
C -0.2335 5.3376 0.1671
C 1.8178 5.0276 -1.2097
H 8.1054 -0.8397 1.2891
H 7.0739 -2.1293 0.6641
H 6.4285 -0.9832 1.8400
H 7.8125 1.5058 0.5649
H 6.1783 1.4744 1.2160
H 6.4618 2.0024 -0.4536
H 8.5943 -0.0702 -1.1062
H 7.2568 0.2811 -2.2084
H 7.5853 -1.3811 -1.7107
H 5.7015 -2.5015 -1.2372
H 3.3598 -3.0828 -1.7301
H 4.3058 1.3214 0.0902
H 2.8205 2.5989 -0.6943
H -1.1823 3.0532 0.7513
H -1.3846 0.6164 0.6588
H 1.4243 4.6139 2.2107
H 2.1920 5.9364 1.3192
H 2.8836 4.3098 1.2653
H -0.7499 5.1311 1.1053
H -0.9077 5.1007 -0.6583
H -0.0286 6.4083 0.1393
H 2.8506 4.6799 -1.2351
H 1.8426 6.1174 -1.2405
H 1.3146 4.6738 -2.1109
F -2.9635 -4.3521 -1.4803
C -4.2195 -4.0288 -1.1153
C -4.5796 -2.7199 -0.8663
C -5.8995 -2.5147 -0.4990
F -6.3216 -1.2704 -0.2279
C -6.8229 -3.5364 -0.3941
F -8.0820 -3.2925 -0.0431
C -6.4193 -4.8336 -0.6597
F -7.2861 -5.8333 -0.5644
C -5.1092 -5.0842 -1.0216
F -4.7163 -6.3315 -1.2725
Ge -3.4053 -1.1343 -0.9154
S -1.4343 -1.3057 -1.8398
C -4.2748 0.2055 -2.0623
C -3.8155 1.5115 -2.0335
F -2.8577 1.8644 -1.1682
C -4.2959 2.4971 -2.8712
F -3.8294 3.7440 -2.8016
C -5.2705 2.1746 -3.7986
F -5.7462 3.1068 -4.6159
C -5.7425 0.8783 -3.8752
F -6.6731 0.5646 -4.7738
C -5.2350 -0.0814 -3.0155
F -5.7167 -1.3250 -3.1483
C -3.4698 -0.6176 0.9767
C -2.9822 -1.5380 1.8925
F -2.4713 -2.7002 1.4562
C -3.0294 -1.3459 3.2589
F -2.5453 -2.2531 4.0956
C -3.6032 -0.1857 3.7467
F -3.6591 0.0305 5.0535
C -4.1365 0.7424 2.8698
F -4.7113 1.8447 3.3462
C -4.0758 0.5101 1.5065
F -4.6440 1.4246 0.7104
C -0.0576 -4.6499 0.6071
O -0.1563 -3.6931 -0.4713
H 0.1241 -5.6316 0.1732
H -0.9718 -4.6528 1.1973
H 0.7765 -4.3435 1.2257
H -0.9954 -3.7964 -0.9429
F 3.3145 -1.9402 3.1623
Te 1.5679 -1.3706 2.9202
F 0.9460 -2.8718 3.8090
F -0.1513 -0.6613 2.9030
F 2.1961 0.2654 2.2881
F 1.7173 -0.6022 4.5960
O 1.4715 -2.1554 1.2921
*
```

Okay, here come the Löwdin numbers, in e, for every atom:
1 Pt 0.88
2 C -0.03
3 C -0.56
4 C -0.06
5 C -0.04
6 C -0.15
7 C 0.00
8 C -0.10
9 N 0.07
10 C -0.22
11 C 0.05
12 C -0.18
13 C 0.05
14 C -0.13
15 C 0.03
16 C -0.12
17 N -0.11
18 C -0.55
19 C -0.03
20 C -0.06
21 C -0.04
22 H 0.09
23 H 0.08
24 H 0.09
25 H 0.09
26 H 0.09
27 H 0.09
28 H 0.09
29 H 0.09
30 H 0.08
31 H 0.11
32 H 0.12
33 H 0.10
34 H 0.12
35 H 0.11
36 H 0.07
37 H 0.09
38 H 0.09
39 H 0.08
40 H 0.08
41 H 0.09
42 H 0.09
43 H 0.08
44 H 0.09
45 H 0.10
46 F 0.07
47 C -0.21
48 C -0.13
49 C -0.23
50 F 0.10
51 C -0.14
52 F 0.14
53 C -0.13
54 F 0.14
55 C -0.14
56 F 0.13
57 Ge 0.72
58 S 0.30
59 C -0.14
60 C -0.24
61 F 0.08
62 C -0.13
63 F 0.13
64 C -0.13
65 F 0.14
66 C -0.14
67 F 0.13
68 C -0.21
69 F 0.10
70 C -0.15
71 C -0.24
72 F 0.07
73 C -0.16
74 F 0.14
75 C -0.13
76 F 0.15
77 C -0.13
78 F 0.13
79 C -0.22
80 F 0.11
81 C -0.07
82 O -0.30
83 H 0.10
84 H 0.09
85 H 0.07
86 H 0.03
87 F -0.36
88 Te 1.77
89 F -0.35
90 F -0.35
91 F -0.34
92 F -0.34
93 O -0.68

---

Entry 2:
The following is a DFT calculation (the ωB97M-V functional and the def2-TZVPD basis) of a molecular structure, C37H29BrN5O3PdS in a non-equilibrium geometry.

The LUMO energy (spin up / spin down) comes out at -9.7452 / -11.1551 eV. Its energy above the lowest of the compared OMol25 structures with the same formula, charge and spin is 3.591 eV. The calculation puts the gap between HOMO and LUMO (spin up / spin down) at 4.48 / 3.58 eV. As for the expectation value of S²: 6.25. Its HOMO energy (spin up / spin down) is -14.229 / -14.739 eV.

Geometry as ORCA input:
```
! wB97M-V def2-TZVPD RIJCOSX def2/J DEFGRID3
* xyz 3 5
Pd -1.7950 -0.2797 0.9918
Br -8.6846 -2.2836 1.7099
C -6.8714 -1.9801 1.9855
C -5.9655 -2.8495 2.7194
C -4.6718 -2.5438 2.9360
C -4.0854 -1.3461 2.2795
O -2.8674 -1.1072 2.5064
C -4.9112 -0.5544 1.3609
C -4.3920 0.6016 0.6881
N -3.1911 1.0626 1.0491
C -2.8995 2.3749 0.8485
C -3.8605 3.3989 0.6266
C -3.5245 4.7582 0.4197
C -2.2139 5.1807 0.3726
C -1.1180 4.2948 0.7391
C 0.2077 4.7082 0.8520
C 1.1473 3.5980 1.1051
C 0.5712 2.5106 1.9588
N -0.6818 2.2300 1.9611
C -1.5027 2.9446 1.1054
C -6.3172 -0.7860 1.3505
H -6.4002 -3.7590 3.1687
H -4.0165 -3.0776 3.5826
H -5.0151 1.0835 -0.0999
H -4.8986 3.0274 0.7324
H -4.3280 5.4200 0.2731
H -2.0145 6.1991 0.0665
H 0.4563 5.7461 0.8488
H 2.0024 4.0986 1.6740
H 1.1762 1.8019 2.5174
H -6.9742 -0.3453 0.5774
C 3.4667 1.8455 -4.0515
O 3.3892 0.5591 -3.5183
C 4.5575 0.0050 -3.1018
C 5.8262 0.4883 -3.4308
C 6.9403 -0.2339 -3.1243
C 6.9163 -1.3246 -2.3145
C 5.6712 -1.7741 -1.8142
C 4.4993 -1.0791 -2.1152
N 3.2777 -1.6974 -1.6775
C 2.0441 -1.1710 -1.3297
C 1.9183 0.0361 -0.6782
C 2.9288 0.7078 -0.0070
C 2.9144 2.0556 0.1245
C 1.7270 2.8780 -0.2196
C 0.6387 2.1101 -0.8398
C 0.5923 0.6717 -0.8169
O -0.5171 -0.0176 -0.9049
H 2.4763 2.3328 -3.8480
H 3.7447 1.8007 -5.1143
H 4.1903 2.5685 -3.5927
H 5.9192 1.4688 -4.0113
H 7.8935 0.0998 -3.5038
H 7.8121 -1.8616 -2.0331
H 5.5737 -2.7185 -1.2409
H 3.3291 -2.6985 -1.4610
H 1.1261 -1.5587 -1.7834
H 3.8131 0.1071 0.2591
H 3.6833 2.5594 0.6775
H 2.0068 3.8210 -0.7343
H -0.2202 2.6677 -1.1179
N 0.4968 -1.2346 3.2392
C 0.1197 -2.1840 2.3894
N -0.6272 -1.9274 1.2970
C -0.8249 -3.0940 0.5875
C -1.6072 -3.2055 -0.5841
C -1.7731 -4.4633 -1.0975
C -1.2956 -5.5749 -0.3870
C -0.4821 -5.4797 0.7063
C -0.2052 -4.2260 1.1725
S 0.6313 -3.8174 2.6200
H 0.0269 -0.2989 3.1354
H 0.8656 -1.4283 4.1944
H -1.8490 -2.3218 -1.1824
H -2.2112 -4.6278 -2.0850
H -1.6655 -6.4861 -0.7984
H -0.0987 -6.4058 1.2098
*
```

Okay, here come the Löwdin numbers, in e, for every atom:
1 Pd 0.91
2 Br 0.93
3 C -0.62
4 C -0.07
5 C 0.04
6 C -0.29
7 O -0.09
8 C -0.11
9 C -0.04
10 N -0.08
11 C -0.16
12 C 0.06
13 C -0.02
14 C 0.03
15 C -0.13
16 C 0.12
17 C -0.20
18 C -0.07
19 N 0.11
20 C -0.08
21 C -0.02
22 H 0.13
23 H 0.12
24 H 0.16
25 H 0.13
26 H 0.11
27 H 0.13
28 H 0.15
29 H 0.19
30 H 0.13
31 H 0.12
32 C -0.08
33 O -0.05
34 C -0.16
35 C 0.00
36 C -0.05
37 C -0.04
38 C 0.01
39 C -0.13
40 N 0.13
41 C 0.00
42 C -0.16
43 C -0.02
44 C 0.00
45 C -0.23
46 C 0.05
47 C -0.33
48 O -0.16
49 H 0.11
50 H 0.11
51 H 0.11
52 H 0.15
53 H 0.13
54 H 0.13
55 H 0.13
56 H 0.16
57 H 0.15
58 H 0.14
59 H 0.13
60 H 0.17
61 H 0.11
62 N 0.19
63 C -0.62
64 N 0.00
65 C -0.24
66 C 0.02
67 C -0.01
68 C 0.01
69 C -0.04
70 C -0.44
71 S 1.21
72 H 0.13
73 H 0.16
74 H 0.12
75 H 0.14
76 H 0.13
77 H 0.16

---

Entry 3:
The following is a DFT calculation (the ωB97M-V functional and the def2-TZVPD basis) of a molecular structure, C37H29Cl2N4O3SSbV in a non-equilibrium geometry.

The LUMO energy (spin up / spin down) comes out at -3.0417 / -3.2055 eV. Its energy above the lowest of the compared OMol25 structures with the same formula, charge and spin is 2.016 eV. The calculation puts the gap between HOMO and LUMO (spin up / spin down) at 6.41 / 6.35 eV. As for the expectation value of S²: 2.02. Its HOMO energy (spin up / spin down) is -9.456 / -9.560 eV.

Geometry as ORCA input:
```
! wB97M-V def2-TZVPD RIJCOSX def2/J DEFGRID3
* xyz 1 3
V -1.3993 1.3403 -0.8416
Cl -1.4630 7.7063 -2.7413
C -1.4796 6.3006 -1.7556
C -1.9306 5.1071 -2.2992
C -1.8870 3.9513 -1.5286
N -2.3024 2.6803 -1.8442
C -2.9790 2.3690 -2.9768
O -3.4170 3.1224 -3.8277
C -3.0633 0.8802 -3.0715
C -3.7756 0.2035 -4.0540
C -3.7092 -1.1793 -4.0850
C -2.9155 -1.8291 -3.1436
C -2.2393 -1.0793 -2.2006
N -2.3187 0.2531 -2.1466
C -1.3287 4.0053 -0.2200
C -0.9644 5.2183 0.3530
C -1.0369 6.3641 -0.4256
Cl -0.5353 7.8666 0.2297
N -1.2869 2.7545 0.2994
C -0.9806 2.3282 1.5459
O -0.2583 2.8482 2.3768
C -1.7138 1.0411 1.7637
C -1.8475 0.4354 3.0042
C -2.6913 -0.6558 3.1335
C -3.4060 -1.0689 2.0137
C -3.2041 -0.4252 0.8043
N -2.3429 0.5823 0.6601
H -2.3059 5.0649 -3.3084
H -4.3706 0.7697 -4.7552
H -4.2628 -1.7389 -4.8211
H -2.8355 -2.9043 -3.1370
H -1.6168 -1.5662 -1.4525
H -0.5933 5.2555 1.3663
H -1.3114 0.8494 3.8427
H -2.8128 -1.1506 4.0847
H -4.1085 -1.8865 2.0771
H -3.7658 -0.7150 -0.0765
C 0.2722 2.0641 -3.8326
O 0.1679 2.0098 -2.4200
H 0.5138 1.0826 -4.2547
H 1.0306 2.7950 -4.1253
H -0.6892 2.3959 -4.2188
H 1.0411 1.8074 -2.0514
S 0.6897 0.1587 -0.2735
Sb 1.6489 -1.4730 1.0420
C 1.1840 -1.6258 3.1546
C 1.0921 -2.8571 3.7810
C 0.8654 -2.9082 5.1458
C 0.7308 -1.7368 5.8713
C 0.8416 -0.5083 5.2404
C 1.0694 -0.4462 3.8740
C 3.7469 -1.0599 0.9306
C 4.3259 -0.8639 -0.3113
C 5.6655 -0.5336 -0.3949
C 6.4145 -0.4005 0.7619
C 5.8293 -0.5919 2.0018
C 4.4896 -0.9266 2.0891
C 1.2394 -3.1645 -0.2231
C 0.9246 -4.4260 0.2446
C 0.7544 -5.4634 -0.6587
C 0.9028 -5.2359 -2.0168
C 1.1961 -3.9649 -2.4836
C 1.3580 -2.9247 -1.5857
H 1.2037 -3.7740 3.2214
H 0.8049 -3.8659 5.6373
H 0.5408 -1.7838 6.9308
H 0.7573 0.4058 5.8091
H 1.1525 0.5145 3.3765
H 3.7331 -0.9545 -1.2108
H 6.1122 -0.3575 -1.3612
H 7.4563 -0.1362 0.6987
H 6.4018 -0.4620 2.9068
H 4.0320 -1.0718 3.0582
H 0.8074 -4.6120 1.3017
H 0.5092 -6.4489 -0.2927
H 0.7796 -6.0507 -2.7137
H 1.3015 -3.7832 -3.5438
H 1.5622 -1.9227 -1.9479
*
```

Okay, here come the Löwdin numbers, in e, for every atom:
1 V 0.71
2 Cl 0.70
3 C -0.68
4 C -0.02
5 C -0.19
6 N -0.02
7 C -0.45
8 O 0.09
9 C -0.14
10 C 0.04
11 C -0.01
12 C -0.03
13 C -0.12
14 N -0.02
15 C -0.19
16 C -0.01
17 C -0.69
18 Cl 0.70
19 N -0.05
20 C -0.47
21 O 0.10
22 C -0.19
23 C 0.02
24 C -0.01
25 C -0.02
26 C -0.08
27 N -0.02
28 H 0.11
29 H 0.13
30 H 0.12
31 H 0.11
32 H 0.10
33 H 0.11
34 H 0.12
35 H 0.12
36 H 0.12
37 H 0.12
38 C -0.07
39 O -0.22
40 H 0.10
41 H 0.10
42 H 0.09
43 H 0.04
44 S 0.29
45 Sb 1.42
46 C -0.33
47 C -0.11
48 C -0.06
49 C -0.06
50 C -0.06
51 C -0.14
52 C -0.34
53 C -0.13
54 C -0.06
55 C -0.06
56 C -0.06
57 C -0.12
58 C -0.35
59 C -0.12
60 C -0.07
61 C -0.07
62 C -0.07
63 C -0.16
64 H 0.08
65 H 0.11
66 H 0.11
67 H 0.12
68 H 0.11
69 H 0.09
70 H 0.11
71 H 0.11
72 H 0.11
73 H 0.10
74 H 0.08
75 H 0.11
76 H 0.11
77 H 0.11
78 H 0.06

---

Entry 4:
The following is a DFT calculation (the ωB97M-V functional and the def2-TZVPD basis) of 5 unconnected molecules or ions with the total composition C37H29ClF11NO7PS in a non-equilibrium geometry.

The LUMO energy comes out at 1.1164 eV. The calculation puts the gap between HOMO and LUMO at 6.07 eV. Its HOMO energy is -4.951 eV.

Geometry as ORCA input:
```
! wB97M-V def2-TZVPD RIJCOSX def2/J DEFGRID3
* xyz -1 1
N -5.1543 -0.6549 -0.4280
P -3.7299 -0.5159 -1.4453
O -4.0800 0.6097 -2.6399
C -2.3865 0.0972 -0.3038
C -2.0966 1.3922 0.0210
C -2.9405 2.5782 -0.5300
O -3.8044 3.0351 0.2449
O -2.8050 3.0475 -1.6874
C -0.8829 1.6181 0.9737
O -0.8876 2.5383 1.7343
C 0.3182 0.6165 0.8844
S 1.9804 1.2109 1.2432
O 2.2187 0.9619 2.6587
O 3.0511 0.6625 0.4202
C 2.1366 3.0828 1.0551
F 1.7888 3.5860 2.2861
F 1.2563 3.6137 0.1710
C 3.6209 3.5443 0.8102
F 3.6632 4.8932 1.1032
F 4.4076 2.9341 1.7304
C 4.1559 3.3924 -0.6674
F 4.5140 4.5664 -1.2333
F 3.3079 2.7838 -1.5168
F 5.2765 2.6064 -0.6088
C -0.0065 -0.6575 0.5752
C 1.0635 -1.7673 0.5002
C 0.6196 -3.0245 -0.3834
C 1.8495 -3.4194 -1.2963
Cl 1.3124 -4.3817 -2.7637
C -1.5167 -1.0077 0.3385
O -2.0129 -2.0523 0.6574
H -5.5514 0.2909 -0.3773
H -5.8092 -1.2930 -0.8839
H -5.0206 0.4959 -2.8584
H 2.0452 -1.4509 0.0920
H 1.1936 -2.1726 1.5385
H -0.1986 -2.7732 -1.0985
H 0.2742 -3.8810 0.2334
H 2.6443 -3.9569 -0.7326
H 2.2737 -2.4780 -1.7283
F -5.5315 -1.0086 -4.4647
C -5.7629 -2.3065 -4.7174
C -5.4501 -3.2497 -3.7565
C -5.6954 -4.5909 -4.0183
C -6.2396 -4.9727 -5.2398
C -6.5443 -4.0138 -6.1976
C -6.3100 -2.6712 -5.9340
H -5.0183 -2.9345 -2.8133
H -5.4616 -5.3389 -3.2705
H -6.4264 -6.0209 -5.4438
H -6.9632 -4.3115 -7.1483
H -6.5491 -1.9086 -6.6648
F 9.8292 5.6872 4.4113
C 8.5012 5.4897 4.2831
C 7.6348 6.5439 4.5046
C 6.2673 6.3407 4.3678
C 5.7833 5.0852 4.0221
C 6.6648 4.0333 3.8073
C 8.0327 4.2367 3.9330
H 8.0303 7.5136 4.7812
H 5.5796 7.1613 4.5313
H 4.7162 4.9269 3.9197
H 6.2863 3.0542 3.5419
H 8.7349 3.4303 3.7610
F 9.2924 0.6930 9.9770
C 9.3197 1.7074 9.0930
C 8.3708 2.7092 9.1825
C 8.4029 3.7582 8.2728
C 9.3752 3.7868 7.2803
C 10.3193 2.7710 7.1992
C 10.2960 1.7264 8.1144
H 7.6161 2.6651 9.9578
H 7.6695 4.5528 8.3371
H 9.3963 4.6024 6.5700
H 11.0743 2.7922 6.4226
H 11.0288 0.9303 8.0722
F -9.2343 -3.9679 -6.8395
C -10.1298 -4.9620 -6.9514
C -11.2570 -4.9514 -6.1505
C -12.1847 -5.9774 -6.2703
C -11.9694 -7.0058 -7.1806
C -10.8300 -7.0063 -7.9755
C -9.9059 -5.9757 -7.8652
H -11.4029 -4.1461 -5.4416
H -13.0751 -5.9758 -5.6537
H -12.6924 -7.8081 -7.2698
H -10.6607 -7.8100 -8.6817
H -9.0164 -5.9548 -8.4825
*
```

Okay, here come the Löwdin numbers, in e, for every atom:
1 N -0.17
2 P 0.87
3 O -0.31
4 C -0.22
5 C 0.00
6 C -0.72
7 O -0.03
8 O -0.04
9 C -0.28
10 O 0.15
11 C -0.12
12 S 0.82
13 O -0.28
14 O -0.29
15 C -0.41
16 F 0.09
17 F 0.13
18 C -0.31
19 F 0.12
20 F 0.13
21 C -0.47
22 F 0.16
23 F 0.16
24 F 0.13
25 C -0.07
26 C -0.11
27 C -0.24
28 C -0.56
29 Cl 0.47
30 C -0.34
31 O 0.09
32 H 0.04
33 H 0.01
34 H 0.03
35 H 0.09
36 H 0.14
37 H 0.10
38 H 0.11
39 H 0.08
40 H 0.07
41 F 0.05
42 C -0.28
43 C -0.02
44 C -0.08
45 C -0.10
46 C -0.10
47 C -0.01
48 H 0.08
49 H 0.10
50 H 0.10
51 H 0.09
52 H 0.12
53 F 0.04
54 C -0.31
55 C -0.02
56 C -0.08
57 C -0.09
58 C -0.07
59 C -0.02
60 H 0.11
61 H 0.11
62 H 0.10
63 H 0.10
64 H 0.12
65 F 0.05
66 C -0.29
67 C -0.02
68 C -0.07
69 C -0.09
70 C -0.08
71 C -0.02
72 H 0.12
73 H 0.11
74 H 0.08
75 H 0.11
76 H 0.11
77 F 0.06
78 C -0.28
79 C -0.01
80 C -0.08
81 C -0.10
82 C -0.09
83 C -0.02
84 H 0.12
85 H 0.10
86 H 0.10
87 H 0.10
88 H 0.12

---

Number 1: energy -6546.5365 hartree. Number 2: energy -5025.7166 hartree. Number 3: energy -4374.7842 hartree. Number 4: energy -4307.0031 hartree.